This record from the Open Molecules 2025 dataset describes C4H8N2OS in the gas phase. The level of theory is the ωB97M-V functional and the def2-TZVPD basis.

Calculated values
- HOMO level (Eh) = -0.3173

The geometry in ORCA input format:
```
! RIJCOSX wB97M-V def2-TZVPD def2/J DEFGRID3
* xyz 0 1
C 1.50987 -1.34257 0.49911
C -0.81583 -0.33043 -1.10095
C -1.42184 0.21934 0.12953
C -1.26073 1.67815 0.24842
H 2.19370 -1.30194 1.33538
H 0.55718 -1.59035 0.74127
H 1.96489 -2.20865 0.00517
H 2.25030 0.08661 -0.90170
H -1.47256 -0.40791 -2.04175
H -2.46869 -0.08394 0.09562
H -0.99069 -0.12958 1.04723
H 0.64093 1.16666 0.77896
N 1.40258 -0.11091 -0.41666
N 0.42456 -0.48615 -1.46372
O -0.11527 1.90286 0.95557
S -2.39840 2.93881 0.08851
*
```